(1)
Formula: C18H35F6N10O17
Source: the Open Molecules 2025 dataset
Level of theory: ωB97M-V with the def2-TZVPD basis set

Structure (XYZ):
```
86
Properties=species:S:1:pos:R:3
O -1.88 3.72 2.42
C -1.41 3.35 1.13
C -1.08 1.78 1.19
C 0.35 1.47 0.62
N 1.31 2.31 1.03
N 2.55 2.18 0.60
C 2.76 1.16 -0.20
C 1.85 0.16 -0.73
C 0.48 0.34 -0.25
C -0.63 -0.64 -0.67
C -0.41 -2.07 -0.03
C -1.02 -2.17 1.38
F -0.87 -3.43 1.85
F -2.36 -1.94 1.32
F -0.46 -1.25 2.22
C -2.59 3.64 0.12
F -2.48 4.98 -0.16
F -2.44 3.01 -1.07
F -3.80 3.45 0.66
H -2.49 3.01 2.68
H -0.56 3.96 0.78
H -1.12 1.42 2.24
H -1.88 1.29 0.61
H 1.11 3.07 1.68
H 3.82 1.04 -0.53
H 2.15 -0.66 -1.41
H -1.66 -0.26 -0.53
H -0.51 -0.80 -1.77
H 0.67 -2.36 -0.04
H -0.93 -2.81 -0.68
C 5.86 3.31 -2.89
N 4.88 2.26 -3.26
O 3.90 2.59 -3.88
O 5.14 1.11 -2.92
H 5.50 4.27 -3.26
H 5.93 3.32 -1.80
H 6.81 3.06 -3.34
C 4.59 5.64 -6.98
N 5.78 5.08 -6.27
O 6.48 4.31 -6.89
O 5.96 5.43 -5.12
H 4.56 5.24 -7.98
H 3.71 5.35 -6.41
H 4.71 6.73 -6.99
C 5.12 -2.11 -3.82
N 4.99 -2.67 -2.45
O 6.01 -2.90 -1.84
O 3.86 -2.88 -2.04
H 6.17 -1.98 -4.05
H 4.66 -2.81 -4.52
H 4.60 -1.15 -3.82
C -1.15 7.40 1.76
N 0.27 7.26 2.20
O 0.96 8.25 2.18
O 0.63 6.14 2.54
H -1.33 8.43 1.48
H -1.29 6.74 0.91
H -1.78 7.11 2.60
C -4.84 -1.97 3.01
N -5.66 -0.73 3.09
O -6.82 -0.85 3.42
O -5.10 0.32 2.82
H -5.46 -2.82 3.27
H -4.49 -2.05 1.99
H -4.01 -1.86 3.70
C -5.35 -6.59 2.57
N -5.30 -5.23 3.18
O -6.34 -4.60 3.26
O -4.21 -4.85 3.57
H -6.38 -6.79 2.28
H -4.70 -6.58 1.71
H -5.01 -7.30 3.32
C 2.97 -6.46 -3.16
N 2.75 -5.68 -4.40
O 3.15 -6.15 -5.45
O 2.17 -4.61 -4.28
H 3.50 -7.38 -3.42
H 3.57 -5.85 -2.49
H 2.00 -6.68 -2.73
C -5.82 -3.42 6.18
N -5.07 -3.69 7.44
O -4.28 -2.84 7.81
O -5.29 -4.74 8.00
H -5.52 -2.46 5.79
H -5.58 -4.21 5.49
H -6.88 -3.42 6.43
```

Frontier orbital gap: 0.2752 hartree
Total charge: +1
Lowest unoccupied orbital energy: -4.97 eV


(2)
Formula: C23H29F2N2OS
Source: the Open Molecules 2025 dataset
Level of theory: ωB97M-V with the def2-TZVPD basis set

Structure (XYZ):
```
58
Properties=species:S:1:pos:R:3
C 6.24 -0.58 6.28
C 6.09 0.20 4.84
F 7.32 -0.01 3.98
C 4.72 -0.31 4.03
C 4.80 -0.68 2.42
C 3.39 -1.19 1.72
C 2.03 -1.26 2.63
C 1.95 -0.87 4.26
C 3.35 -0.37 4.95
N 0.66 -0.98 5.07
C -0.51 -0.33 4.37
C -1.48 0.70 5.26
C -2.75 1.47 4.52
C -3.02 1.19 2.91
F -4.17 1.93 2.26
C -2.12 0.14 1.99
C -0.86 -0.59 2.75
S 0.35 -1.79 1.88
H 5.97 0.19 7.15
H 5.47 -1.48 6.40
H 7.31 -1.04 6.47
H 5.95 1.38 4.94
H 5.82 -0.58 1.84
H 3.32 -1.46 0.58
H 3.34 -0.07 6.11
H 0.84 -0.48 5.99
H -1.21 0.82 6.41
H -3.44 2.24 5.12
H -2.32 -0.05 0.83
C -3.50 -1.05 -5.05
C -3.18 -0.27 -3.74
C -3.38 1.25 -3.98
C -2.27 1.87 -4.81
C -0.91 1.59 -4.19
C -0.65 0.07 -3.94
N -1.80 -0.62 -3.27
O -1.74 -0.29 -1.90
C -0.34 -0.62 -5.30
C 0.69 -0.06 -3.15
C -4.31 -0.76 -2.77
H -4.54 -0.86 -5.38
H -2.88 -0.77 -5.90
H -3.41 -2.13 -4.90
H -3.43 1.77 -3.01
H -4.34 1.44 -4.47
H -2.31 1.51 -5.84
H -2.42 2.96 -4.86
H -0.12 2.00 -4.84
H -0.84 2.13 -3.24
H -0.40 -1.71 -5.21
H 0.68 -0.39 -5.64
H -0.98 -0.30 -6.11
H 0.68 0.49 -2.20
H 1.54 0.35 -3.72
H 0.92 -1.11 -2.94
H -4.20 -1.82 -2.54
H -5.30 -0.62 -3.21
H -4.32 -0.20 -1.83
```

Frontier orbital gap: 0.0818 hartree
ΔE to the lowest compared entry with this formula, charge and spin: 468.0 kcal per mole
Total charge: +1
Lowest unoccupied orbital energy: -7.62 eV


(3)
Formula: C5H8N2O
Source: the Open Molecules 2025 dataset
Level of theory: ωB97M-V with the def2-TZVPD basis set

Structure (XYZ):
```
16
Properties=species:S:1:pos:R:3
C 0.67 -0.10 0.79
C 1.35 1.13 0.55
C 2.28 0.89 -0.44
N 2.18 -0.43 -0.79
C 1.20 -1.03 -0.05
H -0.13 -0.27 1.54
H 1.17 2.08 1.04
H 3.00 1.55 -0.91
H 2.75 -0.87 -1.49
H 0.99 -2.09 -0.15
C -2.04 -0.68 0.44
N -2.47 -0.18 -0.64
O -3.49 0.73 -0.39
H -2.47 -0.41 1.41
H -1.27 -1.39 0.35
H -3.71 1.05 -1.26
```

Frontier orbital gap: 0.3447 hartree
ΔE to the lowest compared entry with this formula, charge and spin: 68.4 kcal per mole
Total charge: 0
Lowest unoccupied orbital energy: 1.01 eV
Structure (SMILES): c1cc[nH]c1.C=NO


(4)
Formula: C20H18N4O
Source: the Open Molecules 2025 dataset
Level of theory: ωB97M-V with the def2-TZVPD basis set

Structure (XYZ):
```
43
Properties=species:S:1:pos:R:3
N 5.89 -1.22 -3.04
N 5.44 0.89 -2.27
N 3.27 0.49 -1.20
O -0.19 -1.40 -1.91
C 6.24 0.01 -2.91
C 4.40 0.16 -2.01
C 2.39 -0.48 -1.05
C 4.63 -1.18 -2.46
C 3.74 -2.21 -2.15
C -4.26 0.86 5.56
C -5.47 0.71 4.91
C -3.06 0.94 4.87
C -1.77 -1.70 0.07
C -1.54 0.40 -1.09
C -5.49 0.64 3.52
C -3.15 0.93 3.45
C -2.82 -1.26 0.82
C -2.68 0.85 -0.38
C -1.12 -0.96 -0.93
C -4.38 0.66 2.79
C -3.26 0.04 0.55
N 2.54 -1.89 -1.45
C -4.50 0.39 1.29
C 0.23 -2.78 -1.80
C 1.54 -2.91 -1.09
H 7.19 0.25 -3.36
H 1.46 -0.22 -0.53
H 4.10 -3.23 -2.23
H -4.29 0.80 6.58
H -6.37 0.81 5.62
H -2.06 1.21 5.35
H -1.48 -2.74 0.17
H -0.99 1.03 -1.75
H -6.43 0.61 3.03
H -2.22 1.01 2.96
H -3.40 -1.82 1.58
H -3.10 1.83 -0.43
H -5.28 -0.39 1.07
H -4.94 1.25 0.91
H 0.54 -3.16 -2.78
H -0.55 -3.48 -1.44
H 1.53 -2.89 -0.02
H 1.75 -4.03 -1.44
```

Frontier orbital gap: 0.3269 hartree
ΔE to the lowest compared entry with this formula, charge and spin: 105.6 kcal per mole
Total charge: 0
Lowest unoccupied orbital energy: 0.00 eV


(5)
Formula: C4H8O
Source: the Open Molecules 2025 dataset
Level of theory: ωB97M-V with the def2-TZVPD basis set

Structure (XYZ):
```
13
Properties=species:S:1:pos:R:3
C -1.78 -0.04 0.23
C -0.44 0.22 -0.45
C 0.79 0.22 0.47
C 1.99 -0.32 -0.29
O 1.90 -1.21 -1.10
H -2.06 0.74 0.95
H -1.76 -1.00 0.77
H -2.57 -0.10 -0.53
H -0.26 -0.58 -1.17
H -0.47 1.16 -1.00
H 1.03 1.21 0.89
H 0.64 -0.45 1.33
H 2.98 0.14 -0.09
```

Frontier orbital gap: 0.4027 hartree
ΔE to the lowest compared entry with this formula, charge and spin: 9.3 kcal per mole
Total charge: 0
Lowest unoccupied orbital energy: 1.07 eV
Structure (SMILES): CCCC=O


(6)
Formula: C4H6NO2
Source: the Open Molecules 2025 dataset
Level of theory: ωB97M-V with the def2-TZVPD basis set

Structure (XYZ):
```
13
Properties=species:S:1:pos:R:3
C 0.53 -1.19 -2.04
C -0.32 -0.43 -1.22
C 1.56 -1.54 -1.24
C -1.01 1.50 2.01
N 0.23 -0.34 0.00
O 1.40 -0.96 -0.03
O 0.00 1.41 1.20
H 0.16 -1.48 -2.89
H -1.17 0.10 -1.52
H 2.45 -2.01 -1.41
H -0.66 2.34 2.73
H -1.24 0.80 2.78
H -1.94 1.80 1.63
```

Frontier orbital gap (alpha / beta): 0.3043 / 0.2461 hartree
ΔE to the lowest compared entry with this formula, charge and spin: 158.0 kcal per mole
Total charge: +1
Lowest unoccupied orbital energy (alpha / beta): -7.43 / -8.61 eV


no.,E_tot (eV)
1,-85217.6677
2,-45590.6602
3,-10339.7601
4,-29036.9188
5,-6324.7642
6,-9815.7507